A single C5H10O molecule. Source: OMol25; level of theory: ωB97M-V/def2-TZVPD.

Computed properties:
Gap between HOMO and LUMO = 11.36 eV
Net charge = 0
Structure (SMILES) = CCC[C@H]1CO1

Structure (XYZ):
```
16
Properties=species:S:1:pos:R:3:forces:R:3
C -1.4484 1.2112 0.3247 0.02 0.08 -0.01
C -1.3184 -0.3087 0.2352 -0.07 -0.05 -0.02
C 0.0668 -0.8168 0.6653 0.05 -0.01 0.03
C 1.0432 -0.8649 -0.4845 -0.27 -0.04 -0.02
C 1.9114 0.2588 -0.8406 -0.03 0.29 -0.14
O 2.4245 -0.8768 -0.1594 0.19 -0.13 0.08
H -0.6512 1.7146 -0.2340 -0.12 -0.08 0.05
H -1.3811 1.5406 1.3681 0.01 -0.04 -0.15
H -2.4072 1.5595 -0.0738 0.14 -0.06 0.05
H -1.5221 -0.6371 -0.7936 0.03 0.02 0.15
H -2.0916 -0.7729 0.8581 0.11 0.07 -0.07
H -0.0088 -1.8258 1.0890 0.01 0.12 -0.08
H 0.4836 -0.1753 1.4528 -0.06 -0.08 -0.10
H 0.7753 -1.5611 -1.2843 0.05 0.12 0.11
H 2.2514 0.3777 -1.8696 -0.05 -0.03 0.16
H 1.8727 1.1772 -0.2535 0.00 -0.17 -0.05
```
Forces are in eV/Å.